# 1
DFT (ωB97M-V with the def2-TZVPD basis set) results for a cluster of 10 separate species, C16H55BF4N4O9 in total at a distorted geometry.

The geometry in XYZ format:
```
89
Properties=species:S:1:pos:R:3:forces:R:3:mulliken_charge:R:1
O -5.009 -1.790 -1.017 -1.760 -0.114 1.411 -0.2599
H -5.689 -2.308 -1.454 -0.759 -0.475 -0.168 0.4859
H -4.291 -1.811 -1.655 3.573 -0.557 -2.496 0.2883
H -5.302 -0.876 -1.011 -0.393 1.075 0.667 0.4983
B -1.827 -0.811 0.308 0.283 -0.264 -2.257 0.5838
F -2.271 0.033 -0.720 -0.705 0.225 -1.821 -0.6312
F -1.090 -1.825 -0.290 0.009 -1.101 -0.180 -0.5073
F -1.038 -0.075 1.047 2.178 1.644 2.324 -0.1993
F -2.932 -1.254 0.948 -1.309 -1.139 0.987 -0.2370
C 4.749 0.765 0.343 0.039 -0.303 0.177 -0.9469
C 4.592 -0.213 -0.790 0.186 -1.427 -0.555 0.2071
C 3.180 -0.648 -1.170 0.661 -1.456 0.727 -0.0346
O 3.325 -1.927 -1.890 -1.494 1.722 -0.374 -0.4084
C 2.034 -2.346 -2.362 0.333 -1.396 0.403 -0.7353
N 5.176 0.369 -1.965 0.698 0.954 -0.678 -0.8019
H 5.800 0.917 0.588 0.079 0.228 -0.509 0.3349
H 4.340 0.438 1.299 -0.603 0.074 -0.231 0.1280
H 4.301 1.677 -0.051 -0.023 0.423 0.714 0.1586
H 5.161 -1.134 -0.665 -0.076 -0.179 0.657 0.4162
H 2.759 0.133 -1.804 -0.475 -0.115 -0.042 0.1571
H 2.586 -0.855 -0.280 -0.430 0.165 -0.014 0.0408
H 1.493 -1.797 -3.132 0.558 0.949 0.004 0.2899
H 1.343 -2.504 -1.535 -0.066 0.255 0.256 0.2326
H 2.162 -3.333 -2.808 0.306 -0.107 0.035 0.3976
H 4.985 -0.212 -2.769 0.087 -0.269 -0.117 0.3459
H 4.635 1.208 -2.118 0.169 0.523 -0.416 0.2361
C -1.309 -1.621 -4.469 -0.209 0.077 -1.135 -1.3640
C -2.788 -1.539 -4.068 -0.514 -0.924 0.199 0.2845
C -3.797 -2.330 -5.020 -0.286 0.503 2.475 -0.8121
O -5.081 -2.392 -4.261 2.117 1.126 -0.065 -0.2314
C -6.025 -3.298 -4.691 -0.477 -0.849 -0.774 -0.7717
N -2.880 -2.046 -2.674 -1.116 0.010 0.063 -0.3785
H -1.104 -1.555 -5.538 -0.420 0.493 -0.288 0.5256
H -0.878 -2.603 -4.277 -0.071 0.000 0.714 0.3641
H -0.749 -0.811 -4.001 0.084 -0.294 0.222 0.2429
H -3.130 -0.511 -3.947 0.065 0.130 -0.612 0.2753
H -3.425 -3.344 -5.164 -0.055 -0.179 -0.052 0.3966
H -3.893 -1.832 -5.985 -0.241 0.068 0.069 0.3688
H -5.584 -4.275 -4.890 0.135 -0.154 -0.338 0.3560
H -6.555 -2.928 -5.568 -0.067 -0.165 -0.254 0.2803
H -6.776 -3.505 -3.928 0.039 0.419 0.310 0.2249
H -2.466 -2.965 -2.608 0.075 -0.235 0.068 0.2389
H -2.330 -1.451 -2.072 0.439 0.159 0.032 -0.0073
C 1.118 6.139 -0.935 -0.285 -0.626 0.014 -1.4634
C 1.219 5.100 0.260 -1.261 3.807 -0.092 0.3054
C 0.964 3.646 -0.083 1.860 1.104 1.428 -0.2520
O -0.197 3.551 -0.802 -1.104 0.699 -0.069 -0.4184
C -0.435 2.293 -1.359 0.367 -0.316 -0.341 -0.4798
N 2.434 5.401 1.008 0.912 -2.118 -0.340 -0.7077
H 0.093 6.435 -1.158 -0.116 -0.450 -0.217 0.3209
H 1.607 5.781 -1.842 -0.140 -0.284 -0.170 0.3293
H 1.610 7.092 -0.738 0.211 -0.133 0.597 0.4419
H 0.418 5.402 0.935 -0.338 -0.129 0.015 0.2722
H 0.976 3.177 0.901 -0.564 -0.664 0.117 0.2378
H 1.896 3.297 -0.528 -0.013 -0.551 -1.015 0.1357
H -0.449 1.518 -0.592 0.546 -0.123 -0.158 0.0583
H 0.327 2.214 -2.134 0.274 -0.996 -0.060 0.4460
H -1.390 2.189 -1.873 -0.184 0.773 0.208 0.1872
H 2.583 6.344 1.338 -0.713 0.077 -0.225 0.2679
H 3.160 5.222 0.329 0.741 0.077 0.251 0.2519
C 1.940 -0.971 2.771 -0.701 -0.178 -0.748 -0.8286
C 1.926 -0.865 4.299 -1.174 0.581 -0.556 0.3512
C 3.286 -0.466 4.847 -0.626 -1.640 0.638 -0.7766
O 3.280 -0.631 6.274 0.201 0.581 0.139 -0.3152
C 4.403 -0.076 6.972 -0.021 0.095 -0.919 -0.7286
N 0.886 0.126 4.731 0.695 -0.642 -0.565 -0.5643
H 2.454 -1.816 2.313 0.845 -0.068 0.657 0.5067
H 2.236 -0.087 2.206 0.045 0.275 0.264 0.0440
H 0.943 -1.244 2.427 -0.414 0.540 0.198 0.0120
H 1.489 -1.829 4.560 0.797 -0.199 0.858 0.2239
H 3.437 0.567 4.535 0.470 0.134 0.094 0.4386
H 3.977 -1.179 4.398 0.691 0.321 -0.030 0.3466
H 5.252 -0.759 7.010 -0.053 -0.336 -0.006 0.2689
H 4.155 0.224 7.991 -0.401 -0.224 -0.127 0.2503
H 4.764 0.806 6.443 -0.030 0.260 -0.001 0.3126
H 1.000 0.274 5.723 -0.018 -0.100 0.312 0.2416
H 1.172 0.998 4.307 -0.294 0.462 -0.160 0.2077
O -3.717 2.054 0.063 -0.616 0.452 -0.127 -0.7306
H -3.844 1.802 0.978 -0.023 0.005 0.329 0.3456
H -3.022 1.475 -0.250 0.222 -0.147 -0.035 0.3269
O -5.475 -1.043 1.777 -0.673 0.150 -0.257 -0.6499
H -5.851 -1.897 1.988 -0.121 -0.157 0.227 0.3267
H -4.602 -1.242 1.438 0.541 0.060 0.169 0.4830
O -1.829 0.076 3.586 -0.904 -0.088 0.202 -0.7237
H -1.600 -0.097 2.673 0.103 0.144 -0.028 0.3546
H -1.066 -0.217 4.085 0.651 0.145 0.336 0.4001
O -1.832 -3.562 2.432 0.114 -0.462 0.044 -0.7059
H -2.367 -3.110 3.084 -0.087 0.256 0.196 0.3473
H -1.730 -2.927 1.724 0.028 0.120 -0.187 0.2700
```
Forces are in eV/Å.

Its HOMO-LUMO gap is 8.03 eV. The HOMO energy is -8.85 eV. As for the energy relative to the best compared isomer or geometry (same formula, charge and spin): 62.9 kcal/mol. The value obtained for the LUMO energy is -0.8 eV. The calculation puts the electronic energy at -53420.0405 eV.


# 2
DFT (ωB97M-V with the def2-TZVPD basis set) results for a structure of composition C26H45Cl3O2P2Yb at a distorted geometry.

The geometry in XYZ format:
```
79
Properties=species:S:1:pos:R:3:forces:R:3:lowdin_spin:R:1
Yb -0.393 -0.600 0.166 -1.376 0.460 -0.592 0.9950
C 1.136 -2.613 0.160 -0.693 0.201 0.752 -0.0003
C 1.806 -1.755 1.065 -0.610 -0.205 0.226 0.0001
C -0.271 -2.218 1.932 0.871 -0.502 -0.563 0.0016
C -0.131 -2.935 0.712 0.807 -0.028 0.791 -0.0001
C 0.934 -1.514 2.160 -0.060 -0.326 -0.744 0.0025
C 1.693 -3.150 -1.086 0.400 -0.358 -0.524 0.0006
H 2.329 -2.401 -1.562 0.100 -0.142 -0.196 0.0000
H 0.900 -3.436 -1.777 0.149 -0.050 -0.092 0.0001
H 2.302 -4.036 -0.879 0.019 0.049 -0.183 0.0002
C -1.073 -3.953 0.242 -0.829 -0.391 -0.301 0.0002
H -0.773 -4.353 -0.730 -0.180 -0.051 0.143 0.0000
H -2.071 -3.506 0.174 0.303 -0.462 -0.150 0.0000
H -1.126 -4.784 0.962 0.025 0.163 -0.257 0.0001
C -1.438 -2.204 2.819 -0.653 -0.265 0.645 0.0008
H -1.256 -2.856 3.681 -0.162 0.115 0.020 0.0003
H -2.339 -2.543 2.307 0.187 0.034 0.164 0.0000
H -1.622 -1.192 3.203 -0.159 -0.145 0.076 0.0001
C 1.248 -0.756 3.379 0.156 0.475 0.527 0.0008
H 1.735 -1.386 4.138 -0.035 0.168 -0.199 0.0003
H 0.333 -0.362 3.828 0.209 0.069 0.077 0.0000
H 1.912 0.069 3.116 0.042 0.105 0.393 0.0001
C 3.241 -1.416 0.986 0.683 0.508 -0.165 0.0001
H 3.903 -2.256 1.264 -0.411 0.237 -0.115 0.0000
H 3.476 -0.582 1.654 0.100 -0.115 -0.152 0.0000
H 3.494 -1.116 -0.038 0.234 -0.014 0.180 0.0000
C 1.595 2.241 -1.540 0.090 0.183 -0.264 0.0000
C 2.546 1.301 -1.527 0.046 0.036 -0.265 0.0000
C 4.007 1.685 -1.407 0.301 -0.428 -0.169 0.0000
C 4.536 2.207 -0.032 0.305 -0.382 0.294 0.0000
C 3.511 2.340 1.068 0.117 0.149 -0.019 0.0000
C 2.587 3.301 1.028 0.047 0.174 0.004 0.0000
C 2.534 4.277 -0.129 -0.244 0.304 0.354 0.0000
C 1.975 3.710 -1.472 -0.450 0.233 -0.142 0.0000
H 4.259 2.468 -2.145 -0.271 -0.510 0.052 0.0000
H 5.073 3.160 -0.214 -0.323 -0.468 0.278 0.0000
H 4.610 0.793 -1.637 -0.195 0.384 -0.213 0.0000
H 2.744 3.936 -2.235 -0.538 -0.256 0.074 0.0000
H 0.532 2.017 -1.747 0.544 -0.083 0.148 0.0001
H 2.334 0.239 -1.746 -0.111 0.494 0.260 0.0001
H 1.082 4.310 -1.708 0.354 -0.251 -0.185 0.0000
H 1.857 5.099 0.154 0.470 -0.153 -0.015 0.0000
H 1.844 3.473 1.818 0.400 -0.365 -0.165 0.0000
H 3.530 4.722 -0.332 -0.516 -0.267 0.288 0.0000
H 5.281 1.470 0.307 -0.086 0.427 -0.066 0.0000
H 3.617 1.610 1.881 -0.360 0.503 -0.135 0.0000
P -1.065 -0.851 -2.650 -0.115 -0.385 -0.768 -0.0011
C -1.870 -2.480 -2.887 -0.103 -0.170 0.397 0.0000
H -2.323 -2.582 -3.881 0.174 0.186 0.193 0.0000
H -2.652 -2.583 -2.122 0.206 -0.095 -0.297 0.0000
H -1.137 -3.285 -2.747 -0.213 0.190 -0.043 0.0000
C -2.346 0.296 -3.260 -0.047 0.354 0.319 -0.0003
H -2.733 0.007 -4.248 0.248 0.012 0.267 -0.0001
H -1.903 1.301 -3.315 -0.184 -0.165 -0.091 0.0000
H -3.175 0.300 -2.527 0.423 0.016 -0.438 0.0000
C 0.214 -0.875 -3.965 0.208 0.085 0.177 -0.0002
H 0.639 0.139 -4.049 -0.045 -0.426 -0.089 0.0000
H -0.182 -1.207 -4.942 0.122 0.189 0.488 0.0000
H 1.004 -1.570 -3.627 -0.229 0.312 -0.324 0.0000
P -1.742 1.730 1.264 -0.952 0.030 0.680 -0.0003
C -1.129 2.052 2.963 0.558 0.147 0.052 0.0006
H -1.346 3.063 3.343 0.061 -0.351 -0.212 0.0001
H -0.041 1.873 2.946 -0.347 0.288 0.306 0.0000
H -1.586 1.315 3.651 0.183 0.312 -0.403 0.0000
C -1.940 3.272 0.299 0.365 0.027 -0.229 -0.0002
H -1.041 3.908 0.345 -0.330 -0.208 -0.059 0.0000
H -2.835 3.841 0.600 0.430 -0.247 -0.033 0.0000
H -2.067 2.912 -0.738 -0.038 0.404 0.305 0.0000
C -3.497 1.365 1.678 -0.002 -0.451 -0.220 -0.0002
H -3.939 2.167 2.302 0.312 -0.337 -0.372 0.0000
H -3.491 0.414 2.243 -0.150 0.588 -0.285 0.0000
H -4.090 1.217 0.753 0.253 0.151 0.553 0.0000
Cl -6.601 -1.782 0.062 0.890 -0.139 0.248 0.0000
C -4.928 -2.072 0.628 0.018 -0.047 -0.087 0.0000
Cl -4.861 -1.706 2.392 -0.091 -0.237 -0.631 0.0000
Cl -4.503 -3.798 0.366 -0.343 0.533 0.103 0.0000
C -3.881 -1.185 -0.183 0.187 1.648 -1.313 0.0000
O -4.341 -0.452 -1.073 0.498 -1.368 1.636 0.0000
O -2.614 -1.252 0.122 -0.644 -0.101 0.297 -0.0007
```
Forces are in eV/Å.

Its HOMO-LUMO gap (alpha / beta) is 8.47 / 7.84 eV. The spin multiplicity is 2. The HOMO energy (alpha / beta) is -11.17 / -11.16 eV. The charge is +1. The value obtained for the LUMO energy (alpha / beta) is -2.7 / -3.3 eV. The calculation puts the electronic energy at -119457.4345 eV.


Question: Which of these has the highest electronic energy?
Answer: C16H55BF4N4O9